C70H182N14O21 | the ωB97M-V functional and the def2-TZVPD basis

XYZ file:
```
287
Properties=species:S:1:pos:R:3:forces:R:3:mulliken_charge:R:1
C 0.265998 8.504651 10.964591 1.3 -0.6 1.1 -0.700
O 0.639818 8.507581 12.390421 -1.7 0.3 -1.2 -0.357
C 1.194328 9.719691 12.905921 0.0 -0.5 -1.5 -0.532
C 2.724628 9.652491 12.737191 -0.8 0.6 1.1 -0.460
N 3.215058 9.405131 14.080361 1.6 0.6 0.7 -0.512
C 3.574468 10.647191 14.761951 0.5 -1.4 3.3 -0.498
C 3.848208 10.157801 16.271961 -0.8 0.5 0.3 -0.727
O 2.640978 9.770411 16.984441 -0.3 1.1 -2.1 -0.341
C 2.878548 9.119491 18.183511 0.8 -0.6 -0.4 -0.709
H -0.197082 7.563041 10.669571 -0.3 -0.1 0.8 0.266
H 1.208658 8.440581 10.421101 0.0 0.8 -0.4 0.280
H -0.410622 9.297721 10.646281 0.3 0.3 0.3 0.290
H 0.923908 9.762731 13.960971 0.0 -0.3 0.0 0.389
H 0.774588 10.650971 12.525631 -0.3 -0.1 -0.8 0.344
H 3.128818 10.615451 12.425041 0.1 0.0 -0.4 0.266
H 3.055108 8.862681 12.062611 -0.3 0.1 -0.1 0.336
H 2.427108 9.205501 14.679841 -0.1 -1.2 -0.3 0.284
H 2.716818 11.319651 14.743871 0.2 0.7 0.1 0.323
H 4.526408 11.127561 14.535761 -0.2 0.0 -0.8 0.340
H 4.329018 10.863991 16.948871 0.1 0.8 -0.4 0.514
H 4.570028 9.341591 16.242241 -0.2 -0.5 -0.3 0.377
H 3.597818 9.673421 18.786771 -0.1 0.2 0.4 0.281
H 3.348808 8.178551 17.897871 0.0 -0.5 0.6 0.327
H 1.940868 8.943631 18.710711 0.1 0.1 -0.1 0.218
C 5.941348 -5.469619 -4.518499 0.1 0.3 -0.1 -0.709
O 6.459678 -6.740269 -4.474169 2.1 -0.9 -1.4 -0.291
C 5.963478 -7.579839 -3.519689 -1.5 -2.2 0.4 -0.773
C 6.739988 -8.938649 -3.493629 -0.1 1.9 -0.9 -0.441
N 7.921338 -8.676979 -2.711809 0.8 0.2 0.9 -0.378
C 8.785388 -9.821469 -2.563129 0.5 -0.7 -0.3 -0.875
C 9.213718 -10.407439 -3.903499 -1.5 -1.8 -0.3 -0.452
O 8.191718 -11.449959 -4.248659 1.3 0.6 -1.5 -0.352
C 8.362558 -11.979589 -5.620069 -0.2 0.2 1.6 -0.742
H 6.425808 -4.994499 -5.371529 0.0 0.3 0.2 0.227
H 6.206528 -5.001199 -3.570679 -0.4 0.7 0.0 0.285
H 4.868598 -5.489659 -4.710639 -0.3 0.2 0.2 0.294
H 4.950808 -7.830329 -3.835689 -0.6 0.0 0.4 0.437
H 5.949728 -7.121629 -2.530779 0.0 0.0 0.2 0.368
H 7.111618 -9.040239 -4.513279 -0.7 -0.6 -0.5 0.244
H 6.161428 -9.823979 -3.229899 0.0 0.3 0.4 0.468
H 8.397728 -8.054239 -3.348479 0.5 0.6 0.5 0.276
H 8.272008 -10.538829 -1.922879 -0.1 -0.4 -0.4 0.397
H 9.719548 -9.654569 -2.026859 -0.1 0.9 0.2 0.329
H 10.219368 -10.827749 -3.913939 0.0 -0.5 0.3 0.507
H 9.263438 -9.630849 -4.666729 -0.4 0.2 -0.2 0.332
H 7.692948 -12.819669 -5.804389 -0.2 0.0 0.6 0.261
H 9.365628 -12.397619 -5.704879 0.2 0.4 -0.3 0.302
H 8.083028 -11.254009 -6.383939 0.5 0.4 0.1 0.284
C -12.643032 -5.222649 10.078271 -1.2 -1.7 -0.3 -0.708
O -11.856712 -4.152819 9.974181 1.1 3.3 0.4 -0.314
C -10.635632 -4.353389 9.358281 0.9 -0.6 0.9 -0.512
C -9.741902 -3.105819 9.532261 -2.9 -1.4 -2.6 -0.681
N -9.955772 -2.505209 8.151121 0.6 -0.4 1.8 -0.272
C -9.644132 -1.122959 8.066061 1.1 0.1 -1.2 -0.565
C -9.523912 -0.720729 6.583091 -0.9 -0.1 -0.5 -0.602
O -8.571332 -1.483089 5.799271 1.1 1.5 -0.1 -0.337
C -8.331832 -0.903819 4.484801 -0.5 -0.6 0.0 -0.766
H -13.490952 -4.970699 10.715181 0.0 -0.2 0.1 0.227
H -12.051382 -6.044629 10.481261 -0.3 -0.6 0.2 0.311
H -13.004132 -5.480269 9.082611 -0.4 -0.6 -0.2 0.280
H -10.733662 -4.625189 8.307271 -0.2 0.1 -0.2 0.309
H -10.125542 -5.196639 9.823941 0.0 -0.5 0.4 0.442
H -8.817592 -3.554179 9.896571 0.8 1.2 -0.4 0.317
H -10.292942 -2.489279 10.242421 0.6 0.2 0.1 0.346
H -9.473602 -3.017799 7.426641 0.2 -0.1 0.1 0.246
H -8.703422 -0.909029 8.573401 0.5 0.3 0.0 0.322
H -10.391792 -0.529719 8.592551 -0.3 0.2 -0.3 0.326
H -9.430712 0.365271 6.588181 0.8 0.1 -0.5 0.399
H -10.432262 -0.922249 6.015291 -0.7 0.1 0.5 0.349
H -7.880772 0.083631 4.386811 -0.1 0.3 1.0 0.304
H -9.261202 -0.863199 3.916701 -0.3 0.0 0.1 0.306
H -7.660152 -1.517999 3.885041 0.0 -0.6 0.6 0.274
C 2.423868 1.061411 9.302811 1.2 0.5 0.6 -0.804
O 3.007908 1.078951 10.652331 -1.3 -1.6 -0.6 -0.259
C 4.135018 1.900321 10.946011 -0.3 0.0 0.3 -0.629
C 4.639888 1.684321 12.452871 0.1 0.3 -2.6 -0.680
N 5.113628 0.296101 12.575871 -0.6 2.2 -0.9 -0.359
C 5.498788 0.047081 13.918131 -0.5 -1.6 1.2 -0.742
C 4.247248 -0.288349 14.738971 0.6 -2.1 0.4 -0.489
O 4.096238 -1.770069 14.534681 -1.6 1.6 -0.5 -0.362
C 2.722238 -2.222269 14.709101 1.5 -0.3 0.9 -0.709
H 1.627488 0.336521 9.134241 -0.1 -0.1 1.2 0.256
H 3.123768 0.754681 8.525541 0.7 0.2 0.2 0.332
H 2.033468 2.041391 9.028361 0.0 0.2 0.1 0.303
H 3.764348 2.897501 10.708661 0.6 0.6 0.5 0.437
H 4.955748 1.647341 10.274811 0.2 0.0 0.0 0.311
H 3.938438 2.119531 13.164671 -0.8 -0.7 0.2 0.373
H 5.506108 2.318771 12.640601 0.3 0.1 -0.5 0.407
H 4.327408 -0.296009 12.349271 0.0 -0.4 -0.1 0.260
H 6.125398 0.781781 14.423771 -0.1 0.5 -0.5 0.339
H 6.078598 -0.874449 13.866061 0.2 -0.1 0.5 0.395
H 3.364348 0.257791 14.406861 -0.1 -0.1 -0.2 0.329
H 4.358808 -0.110549 15.808571 0.1 0.0 0.2 0.455
H 2.651658 -3.267919 14.409541 0.3 0.1 -0.4 0.258
H 1.952978 -1.644139 14.197141 0.2 0.3 -0.1 0.276
H 2.574638 -2.252849 15.788631 -0.6 0.3 0.1 0.300
C -1.533472 5.850761 -18.005989 0.1 -0.6 -1.0 -0.767
O -2.460432 5.121551 -17.270919 -1.2 0.5 1.3 -0.287
C -3.063152 5.786761 -16.137359 -1.0 -2.7 0.6 -0.423
C -4.070062 4.712281 -15.494119 -0.5 1.1 0.6 -0.856
N -3.659292 3.916031 -14.323509 1.9 1.1 -0.2 -0.341
C -4.642472 2.965921 -13.914139 0.4 -0.9 -0.9 -0.533
C -4.349432 2.212031 -12.618879 -0.8 0.8 1.0 -0.337
O -5.595502 1.689411 -12.181789 0.7 -0.5 -0.5 -0.284
C -5.526432 0.802541 -11.081799 -1.6 0.4 -0.5 -0.721
H -2.009122 6.694141 -18.506549 0.3 0.7 0.5 0.313
H -1.258712 5.219251 -18.850859 0.1 -0.3 0.0 0.264
H -0.600812 6.003971 -17.463049 -0.1 0.7 0.2 0.289
H -3.729332 6.635761 -16.290729 0.3 0.2 -1.1 0.310
H -2.322802 6.126141 -15.412939 0.3 -0.2 0.1 0.287
H -4.623852 4.141791 -16.239749 0.9 -0.4 -0.4 0.455
H -4.916252 5.253411 -15.070749 -0.3 1.0 -0.3 0.477
H -3.576662 4.635971 -13.619979 0.3 -0.1 0.5 0.235
H -4.597702 2.271651 -14.753239 -0.7 -0.5 0.1 0.256
H -5.638322 3.407831 -13.881119 -0.4 -0.1 0.3 0.312
H -4.081772 2.880161 -11.800309 0.6 0.6 -0.1 0.208
H -3.571592 1.448461 -12.623369 0.0 -0.2 -0.6 0.324
H -4.971942 -0.118779 -11.260179 0.2 0.1 -0.2 0.277
H -6.597342 0.605371 -11.033029 0.1 -0.8 0.7 0.247
H -5.245312 1.262931 -10.134649 0.4 0.2 0.0 0.298
C 15.900528 -5.173469 1.096971 0.0 1.1 0.2 -0.785
O 15.080108 -4.059849 1.637521 0.1 -0.8 -1.3 -0.359
C 13.781988 -3.895559 0.983991 0.3 0.3 0.3 -0.392
C 12.914658 -2.675709 1.529591 1.4 0.2 -0.8 -0.684
N 11.618918 -2.621629 0.836821 0.9 0.1 0.7 -0.356
C 10.648148 -3.358869 1.578091 -2.3 -0.5 -1.1 -0.616
C 9.223438 -3.007099 0.999951 2.5 -0.6 0.6 -0.628
O 8.894348 -1.679299 1.440621 -1.0 -2.1 -0.2 -0.330
C 7.491198 -1.654989 1.274451 -0.7 1.7 -0.4 -0.784
H 16.958128 -4.921939 1.176401 -0.1 0.4 0.7 0.300
H 15.877848 -5.360789 0.023431 -1.0 0.3 -0.2 0.319
H 15.765898 -6.131379 1.599371 -0.5 0.2 0.3 0.296
H 13.336878 -4.890069 0.953521 -0.7 0.1 0.4 0.320
H 13.864168 -3.601719 -0.062429 0.6 -0.2 -0.2 0.263
H 13.493858 -1.793069 1.258341 0.1 0.0 -0.5 0.352
H 12.906688 -2.508419 2.606651 -0.5 -0.9 0.4 0.428
H 11.220778 -1.697129 0.753861 0.7 0.5 0.0 0.281
H 10.597108 -3.127209 2.641961 0.3 -0.1 0.3 0.305
H 10.870628 -4.409959 1.394161 -0.3 -0.3 0.4 0.349
H 8.500558 -3.778469 1.265511 -0.2 0.2 0.6 0.468
H 9.274858 -3.071719 -0.086919 0.1 0.4 -0.3 0.365
H 6.844558 -2.191669 1.968671 0.7 -0.5 0.6 0.301
H 7.225588 -2.045659 0.292141 -0.1 0.3 -0.3 0.324
H 7.193358 -0.610829 1.369871 -0.1 0.0 -0.3 0.266
C -0.686892 1.091981 -4.312739 0.5 0.0 -0.6 -0.723
O -0.752622 -0.067489 -3.448399 0.0 1.4 -0.1 -0.392
C -0.310492 0.219201 -2.113409 0.1 1.1 0.0 -0.608
C -1.423082 0.783161 -1.169759 -0.5 -1.6 0.3 -0.343
N -1.085522 0.674771 0.250811 0.8 2.9 0.0 -0.261
C -1.578922 1.837531 1.075711 1.6 -0.4 -1.2 -0.657
C -1.024772 3.276151 0.660751 0.3 -1.2 0.3 -0.410
O -1.279272 4.146031 1.755321 0.3 0.0 -0.7 -0.373
C -2.583442 4.625611 1.774871 -1.1 -0.1 1.3 -0.708
H -0.946702 2.072921 -3.914799 -0.5 -0.3 0.8 0.270
H -1.255612 1.001281 -5.238179 -0.6 -0.7 0.4 0.318
H 0.299048 1.290001 -4.733229 0.7 -0.5 0.4 0.298
H 0.477738 0.971721 -2.135829 0.0 0.5 -0.2 0.282
H 0.297488 -0.594599 -1.718189 -0.9 -0.7 0.1 0.396
H -2.392092 0.296751 -1.281649 0.0 -0.7 -0.8 0.331
H -1.706462 1.792211 -1.469099 0.7 0.3 0.3 0.194
H -1.081362 -0.231849 0.695931 -0.4 0.2 -0.3 0.219
H -1.092662 1.782281 2.049671 -0.6 -0.5 0.2 0.348
H -2.668162 1.812961 1.107931 -0.1 0.3 0.3 0.319
H -1.304182 3.699991 -0.303819 -0.9 0.0 0.0 0.361
H 0.058748 3.238041 0.548321 0.1 -0.4 0.4 0.289
H -3.336312 3.837391 1.773771 0.0 -0.4 -0.8 0.282
H -2.828732 5.393781 1.041491 0.2 0.0 -0.2 0.271
H -2.784472 5.003511 2.777311 0.4 0.6 0.0 0.298
C -0.593042 7.225311 -11.011829 0.6 0.7 -0.8 -1.409
C -1.383232 8.011991 -9.930019 1.6 -1.8 -2.7 0.466
C -2.476142 8.790451 -10.651599 -1.4 -0.2 0.6 -0.829
O -3.510322 7.902581 -11.221909 0.7 1.6 0.4 -0.235
C -4.790742 8.551991 -11.327029 -0.2 -1.3 1.3 -0.895
N -1.908642 6.998611 -9.073729 -1.4 0.2 1.8 -0.732
H -0.529122 7.831101 -11.915729 -0.1 -0.2 -0.3 0.329
H -1.079312 6.270481 -11.211649 -0.2 0.2 -0.3 0.340
H 0.449008 6.983531 -10.802599 0.0 0.1 0.6 0.372
H -0.684822 8.682451 -9.429219 -0.3 0.3 0.2 0.293
H -2.173192 9.451981 -11.463199 0.6 -0.1 0.1 0.411
H -2.872812 9.416891 -9.852649 -0.8 0.2 -0.1 0.405
H -5.208652 8.669191 -10.327169 0.1 0.2 0.4 0.354
H -5.447302 7.791451 -11.749649 0.1 0.3 -0.6 0.255
H -4.906152 9.542371 -11.767399 0.7 -0.2 -0.7 0.325
H -1.315232 6.186811 -8.979109 0.2 0.2 -0.1 0.269
H -2.781152 6.687731 -9.476449 -0.1 -0.2 0.1 0.281
C 2.413358 6.978221 -3.853139 -0.3 1.3 -1.9 -1.445
C 2.853608 5.747001 -3.189239 -1.0 -1.0 1.1 0.598
C 3.838978 4.913371 -4.039979 -0.3 1.3 1.8 -0.689
O 3.112218 4.476411 -5.128689 -0.2 -0.1 -1.1 -0.209
C 3.857188 4.200691 -6.278129 0.1 -0.9 -0.9 -0.838
N 3.255728 5.952031 -1.820829 1.1 0.0 1.2 -0.713
H 3.262868 7.593691 -4.149179 0.2 -0.1 -0.6 0.327
H 1.789478 7.736901 -3.380589 -0.3 -0.7 0.9 0.402
H 1.813818 6.602171 -4.682129 0.3 0.7 -0.7 0.312
H 1.966908 5.113321 -3.172499 -0.1 -0.3 0.4 0.166
H 4.206568 4.084921 -3.434459 0.2 -0.1 0.0 0.325
H 4.652098 5.605471 -4.258949 0.4 -0.2 -0.6 0.338
H 3.205588 3.810551 -7.059989 -0.5 0.5 0.1 0.256
H 4.539228 3.355271 -6.187539 0.5 0.0 0.7 0.325
H 4.412308 5.043421 -6.690159 0.0 0.3 0.2 0.333
H 4.068248 6.546511 -1.740199 0.9 -0.2 -0.5 0.239
H 2.640318 6.562851 -1.302879 -1.0 -0.4 -0.2 0.271
C -1.945312 -6.669529 1.575871 0.8 -0.1 0.2 -1.300
C -0.439482 -6.618279 2.007031 -2.3 -2.6 0.8 0.555
C 0.482888 -7.274129 0.947501 0.8 0.9 -0.7 -0.802
O 0.063358 -8.566489 0.584261 -0.7 -1.0 0.3 -0.285
C 0.630928 -9.665139 1.357291 -0.4 1.5 -0.4 -0.722
N -0.228782 -5.355799 2.611081 2.4 2.2 -0.5 -0.735
H -2.178262 -6.049429 0.710251 0.4 -0.4 -0.5 0.320
H -2.577392 -6.184359 2.319631 0.2 -0.3 0.5 0.378
H -2.221362 -7.719359 1.477061 -0.3 0.2 -0.4 0.300
H -0.337642 -7.306019 2.846521 -0.4 -0.9 0.0 0.144
H 1.552538 -7.405509 1.110821 0.3 0.5 1.4 0.431
H 0.571808 -6.654529 0.055151 -0.8 0.0 -0.5 0.352
H 1.696648 -9.457499 1.453341 0.2 -0.5 -0.1 0.337
H 0.389428 -10.583299 0.821791 0.3 0.2 0.0 0.213
H 0.224608 -9.730809 2.366591 -0.2 0.1 0.1 0.283
H -0.557422 -5.278109 3.562951 -0.8 -0.4 -0.1 0.275
H 0.764148 -5.340669 2.795391 0.6 0.7 -0.2 0.257
C -3.194652 -11.934889 -3.065199 -0.6 2.1 0.6 -1.294
C -3.619992 -10.872559 -4.199339 0.6 0.2 1.6 0.287
C -3.353242 -9.338029 -3.901569 -1.0 -0.9 1.0 -0.618
O -3.975712 -8.543689 -4.898109 0.9 -1.3 -0.2 -0.317
C -4.114582 -7.193549 -4.569099 -0.6 -0.3 0.1 -0.709
N -2.906512 -11.182799 -5.384629 0.4 -0.5 -1.6 -0.722
H -3.559422 -11.575669 -2.102909 -0.5 0.2 0.1 0.356
H -2.133342 -11.941699 -2.816839 0.3 -0.1 -0.8 0.311
H -3.584522 -12.951319 -3.119839 0.1 0.2 -0.8 0.331
H -4.689062 -10.953359 -4.395999 -0.1 -0.2 0.1 0.282
H -2.275372 -9.192239 -3.830599 0.2 0.2 -0.1 0.275
H -3.816682 -8.998879 -2.975119 0.1 -0.3 0.6 0.395
H -4.546322 -7.070689 -3.575809 -0.5 -0.1 0.2 0.301
H -4.829122 -6.896449 -5.336739 0.3 1.0 0.2 0.254
H -3.183032 -6.632999 -4.491029 0.2 0.1 -0.7 0.286
H -3.146092 -10.495169 -6.084539 -0.2 0.0 -0.4 0.315
H -1.916702 -11.039639 -5.243629 0.3 -0.2 0.2 0.266
C -0.799562 -4.622509 -15.723999 0.5 1.1 1.2 -1.406
C -0.139632 -3.494359 -14.764529 -1.0 -1.7 0.8 0.591
C 0.618828 -4.127989 -13.508169 -1.4 0.1 -0.4 -0.579
O -0.291322 -4.875519 -12.694279 -0.8 -0.3 0.0 -0.321
C -0.994592 -4.210059 -11.679649 -0.9 0.1 0.3 -0.756
N 0.601518 -2.644029 -15.633069 1.0 0.0 -2.2 -0.735
H -1.345272 -5.353059 -15.126829 0.0 0.1 -0.1 0.333
H -0.114382 -5.129459 -16.403419 0.5 0.0 0.5 0.383
H -1.461322 -4.091929 -16.408579 -0.4 0.0 0.2 0.382
H -0.981402 -2.926109 -14.368779 -0.3 -0.3 0.5 0.135
H 1.032298 -3.363479 -12.850389 0.5 0.3 -0.4 0.344
H 1.322788 -4.919729 -13.764459 0.4 0.6 -0.4 0.241
H -1.726562 -3.462889 -11.986319 0.7 1.0 -0.7 0.268
H -0.359292 -3.857559 -10.867099 0.2 0.3 -0.1 0.312
H -1.762282 -4.828329 -11.214369 0.6 -1.1 0.0 0.309
H 0.655568 -1.635999 -15.600699 -0.1 0.1 1.5 0.237
H 0.075378 -2.734779 -16.490409 0.5 -0.1 -0.6 0.263
C -4.535332 0.438071 12.286831 1.9 1.1 -0.9 -1.366
C -3.373562 0.984891 11.362761 -0.4 1.2 1.3 0.534
C -3.455482 2.561461 11.151301 -1.1 -0.9 0.0 -0.634
O -4.478222 2.951131 10.224131 1.0 -1.3 0.9 -0.331
C -4.252062 2.347031 8.975301 -0.6 1.6 -0.8 -0.690
N -2.083932 0.753301 12.052511 -0.5 -0.3 -0.1 -0.772
H -5.505852 0.787521 11.934571 0.0 -0.3 0.0 0.300
H -4.277132 0.895151 13.242081 -0.4 -0.3 0.3 0.345
H -4.407602 -0.644009 12.316821 -0.5 0.0 0.2 0.370
H -3.381972 0.402401 10.441491 -0.2 0.5 -0.4 0.332
H -2.458002 2.924191 10.903171 0.2 0.0 -0.8 0.339
H -3.713052 3.175631 12.014171 0.0 -0.8 0.6 0.292
H -3.249852 2.647031 8.669231 0.1 -0.2 -0.5 0.324
H -5.012692 2.868701 8.394441 0.3 -0.3 -0.7 0.262
H -4.391222 1.275391 8.832721 -0.1 -0.1 0.6 0.241
H -1.942492 -0.246349 12.024381 0.2 -0.3 0.4 0.267
H -1.322522 1.102651 11.488331 0.1 0.3 -0.2 0.190
C -7.609022 5.215371 -5.685809 0.2 -0.3 1.9 -1.327
C -7.150822 5.376901 -4.188929 0.9 -0.7 -1.4 0.583
C -7.863242 4.411401 -3.283129 -2.1 1.3 1.6 -0.762
O -7.553802 4.587561 -1.863519 0.3 -1.4 -1.1 -0.375
C -8.233722 5.593221 -1.199179 -0.2 1.4 0.4 -0.749
N -5.799532 4.920641 -4.166599 2.7 -0.5 0.0 -0.750
H -8.649242 5.528261 -5.776089 0.2 0.3 -0.5 0.359
H -7.533462 4.148281 -5.894849 -0.1 0.0 -0.1 0.313
H -6.857062 5.709101 -6.301359 -0.5 0.3 -0.2 0.348
H -7.079582 6.425521 -3.900089 -1.4 0.2 0.4 0.300
H -7.791222 3.354221 -3.538619 0.9 0.2 0.0 0.362
H -8.931032 4.604951 -3.385419 -0.4 0.1 0.1 0.375
H -8.510402 5.395411 -0.163609 0.2 -1.0 0.1 0.257
H -9.174972 5.892461 -1.660269 0.0 0.0 -0.4 0.330
H -7.593532 6.469521 -1.097389 0.0 0.4 -0.3 0.270
H -5.157172 5.544941 -4.633209 -0.2 0.2 -0.8 0.227
H -5.382992 4.975391 -3.248119 -0.5 -0.4 0.7 0.238
```
Positions in Å, forces in eV/Å.

electronic energy: -139373.3555 eV
total charge: 0
2S+1: 1
Kohn-Sham gap: 8.65 eV
LUMO level: 0.0101 hartree